The following is a DFT calculation (ωB97M-V with the def2-TZVPD basis set) of a molecular structure, C44H45ClInN5O2.

Computed properties:
* total energy: -75601.7560 eV
* relative energy (zero: lowest compared OMol25 entry of this formula, charge and spin): 0.00 kcal/mol
* gap between HOMO and LUMO: 8.747 eV
* total charge: 0

```
98
Properties=species:S:1:pos:R:3:lowdin_charge:R:1
In -18.73 -2.37 1.71 0.6246
C -16.74 -1.02 -0.63 -0.1900
C -17.78 0.03 -0.39 -0.2320
N -17.95 0.42 1.03 -0.0526
C -16.92 1.31 1.56 -0.1369
C -16.11 0.66 2.70 -0.2667
C -15.60 1.54 3.66 -0.0271
C -14.94 1.01 4.75 -0.0435
C -14.85 -0.39 4.82 -0.0292
C -15.40 -1.18 3.83 -0.2766
C -15.47 -2.69 3.99 -0.1720
N -16.21 -3.47 2.98 -0.0925
C -15.54 -3.83 1.77 -0.2153
C -15.53 -2.73 0.69 -0.1748
N -16.87 -2.27 0.18 -0.0715
N -15.90 -0.64 2.70 0.1307
H -15.76 -0.59 -0.42 0.1149
H -16.71 -1.26 -1.71 0.1315
H -18.76 -0.23 -0.81 0.1124
H -17.53 0.92 -1.03 0.1266
H -18.88 0.84 1.17 0.0964
H -17.39 2.21 2.00 0.1256
H -16.23 1.69 0.81 0.1218
H -15.67 2.58 3.38 0.1071
H -14.52 1.57 5.53 0.0868
H -14.35 -0.80 5.69 0.1128
H -15.98 -2.89 4.96 0.1265
H -14.42 -3.03 4.15 0.1232
H -16.73 -4.25 3.44 0.1284
H -15.97 -4.76 1.37 0.1089
H -14.51 -4.04 2.02 0.1102
H -14.94 -3.16 -0.17 0.1341
H -14.96 -1.84 1.07 0.1027
H -17.24 -3.03 -0.40 0.1022
O -18.57 -4.31 0.93 -0.2537
C -19.25 -5.55 0.92 -0.4383
C -19.84 -5.84 2.29 -0.1039
C -20.85 -4.90 2.89 -0.2159
C -21.82 -5.50 3.68 -0.0243
C -22.78 -4.69 4.29 -0.0560
C -22.75 -3.35 4.08 -0.0209
C -21.75 -2.80 3.26 -0.2455
C -21.77 -1.33 2.95 -0.1205
C -21.55 -0.91 1.46 -0.4401
O -20.41 -1.51 0.87 -0.2693
C -22.81 -1.47 0.72 -0.1377
C -24.07 -0.91 0.97 -0.0545
C -25.18 -1.43 0.38 -0.1025
C -25.08 -2.44 -0.59 -0.0993
C -23.84 -2.94 -0.91 -0.0711
C -22.69 -2.43 -0.30 0.0018
C -21.51 0.60 1.33 -0.1501
C -21.76 1.26 0.09 -0.0095
C -22.03 2.64 0.08 -0.0730
C -21.91 3.40 1.24 -0.1031
C -21.62 2.78 2.45 -0.0834
C -21.40 1.40 2.50 -0.0261
N -20.74 -3.55 2.77 0.1211
C -20.35 -5.64 -0.19 -0.0995
C -21.39 -6.55 -0.12 -0.0267
C -22.28 -6.71 -1.19 -0.0881
C -22.20 -6.02 -2.37 -0.0958
C -21.18 -5.04 -2.44 -0.0832
C -20.27 -4.87 -1.40 -0.0320
C -18.18 -6.63 0.66 -0.1302
C -17.88 -7.66 1.57 -0.0282
C -16.85 -8.54 1.23 -0.0990
C -16.09 -8.43 0.09 -0.1031
C -16.38 -7.40 -0.78 -0.0752
C -17.44 -6.52 -0.53 -0.0148
H -19.04 -5.85 3.04 0.1371
H -20.27 -6.83 2.31 0.0938
H -21.86 -6.58 3.76 0.1157
H -23.63 -5.12 4.87 0.1203
H -23.54 -2.65 4.35 0.1163
H -20.96 -0.95 3.63 0.0324
H -22.69 -0.85 3.33 0.1236
H -24.17 -0.11 1.70 0.1261
H -26.17 -1.00 0.58 0.1081
H -25.99 -2.76 -1.08 0.0947
H -23.68 -3.69 -1.70 0.0886
H -21.66 -2.75 -0.60 0.1063
H -21.81 0.65 -0.80 0.1194
H -22.28 3.13 -0.86 0.0974
H -22.09 4.47 1.20 0.0956
H -21.54 3.31 3.37 0.0914
H -21.14 0.98 3.48 0.1069
H -21.52 -7.19 0.74 0.1125
H -22.97 -7.51 -0.97 0.0978
H -22.93 -6.14 -3.18 0.1053
H -21.15 -4.39 -3.31 0.0990
H -19.43 -4.20 -1.51 0.0935
H -18.38 -7.90 2.53 0.1212
H -16.65 -9.34 1.95 0.1028
H -15.31 -9.14 -0.08 0.0934
H -15.85 -7.32 -1.72 0.1006
H -17.72 -5.80 -1.27 0.1001
Cl -18.70 -1.53 3.96 0.2053
```